C36H37BrFN9O8S2Ti as an isolated structure at a distorted geometry. Source: OMol25; level of theory: wB97M-V/def2-TZVPD.

Calculated values
E_LUMO	-1.3	eV
2S+1	1
energy	-185273.62947	eV

Cartesian coordinates (Å):
Ti1 -0.16 -2.01 0.12
C1 4.88 -2.66 -2.43
C2 4.10 -3.69 -1.68
N1 2.96 -3.48 -1.10
C3 2.59 -4.66 -0.53
C4 3.56 -5.63 -0.78
N2 4.50 -4.97 -1.51
C5 3.83 -7.06 -0.49
O1 2.93 -7.74 0.17
O2 4.86 -7.56 -0.88
C6 1.31 -4.76 0.23
O3 0.94 -5.86 0.67
O4 0.58 -3.72 0.45
H1 4.35 -1.71 -2.35
H2 4.98 -2.93 -3.49
H3 5.88 -2.54 -2.01
H4 5.34 -5.43 -1.85
H5 2.13 -7.16 0.40
C7 0.93 3.09 -5.24
C8 -0.50 2.77 -4.84
N3 -0.58 1.97 -3.62
C9 -0.45 0.60 -3.72
C10 -0.54 -0.21 -2.66
C11 -0.29 -1.67 -2.83
O5 -0.38 -2.20 -3.93
O6 0.04 -2.30 -1.74
C12 -0.82 0.35 -1.36
O7 -1.00 -0.44 -0.33
C13 -0.81 1.74 -1.22
C14 -0.92 2.35 0.06
C15 -0.80 3.71 0.18
F1 -0.93 4.29 1.41
C16 -0.53 4.53 -0.89
C17 -0.45 3.94 -2.19
C18 -0.61 2.58 -2.36
N4 -0.30 5.94 -0.75
C19 0.57 6.35 0.33
C20 1.08 7.75 0.05
N5 -0.13 8.66 -0.05
C21 -1.08 8.20 -1.13
C22 -1.49 6.78 -0.82
H6 0.95 3.72 -6.14
H7 1.48 2.17 -5.46
H8 1.46 3.61 -4.44
H9 -1.00 2.20 -5.62
H10 -1.08 3.68 -4.69
H11 -0.26 0.19 -4.71
H12 -1.07 1.73 0.93
H13 -0.23 4.60 -3.02
H14 1.42 5.67 0.38
H15 0.07 6.34 1.31
H16 1.59 7.79 -0.91
H17 1.73 8.13 0.84
H18 0.15 9.62 -0.19
H19 -0.63 8.60 0.84
H20 -0.53 8.24 -2.07
H21 -1.92 8.88 -1.17
H22 -2.14 6.41 -1.61
H23 -2.06 6.76 0.12
C23 -1.60 0.51 3.50
C24 -2.59 -0.02 2.52
N6 -2.40 -1.04 1.75
C25 -3.48 -1.33 0.96
C26 -4.54 -0.49 1.13
S1 -4.16 0.68 2.31
C27 -3.42 -2.49 0.05
C28 -4.51 -3.05 -0.52
S2 -4.04 -4.37 -1.49
C29 -2.39 -4.12 -1.07
N7 -2.21 -3.11 -0.27
C30 -1.35 -5.03 -1.63
H24 -0.59 0.39 3.10
H25 -1.67 -0.04 4.44
H26 -1.78 1.57 3.71
H27 -5.49 -0.49 0.61
H28 -5.55 -2.76 -0.41
H29 -1.79 -5.69 -2.38
H30 -0.91 -5.63 -0.84
H31 -0.56 -4.44 -2.10
N8 1.43 -3.04 7.44
C31 0.22 -3.08 6.84
O8 -0.81 -3.27 7.45
C32 0.20 -2.85 5.35
C33 -0.91 -3.24 4.63
C34 -0.96 -3.00 3.27
N9 0.01 -2.40 2.59
C35 1.10 -2.06 3.27
C36 1.24 -2.27 4.64
H32 1.46 -3.31 8.41
H33 2.28 -3.11 6.91
H34 -1.74 -3.71 5.15
H35 -1.81 -3.32 2.69
H36 1.89 -1.59 2.70
H37 2.14 -1.92 5.13
Br1 1.78 -0.41 0.46

***

C36H37CuNOP2 as an isolated structure at a distorted geometry. Source: OMol25; level of theory: wB97M-V/def2-TZVPD.

Calculated values
E_LUMO (spin up / spin down)	-0.4 / -1.8	eV
2S+1	2
<S²>	0.759
energy	-104682.37058	eV

Cartesian coordinates (Å):
Cu1 1.57 1.00 2.61
C1 5.98 -3.29 1.49
C2 5.00 -2.79 0.72
C3 3.76 -3.50 0.20
C4 2.53 -3.41 1.09
C5 2.67 -4.10 2.42
C6 3.63 -4.91 2.87
C7 4.79 -5.52 2.12
C8 6.08 -4.67 2.07
C9 1.45 2.14 4.30
H1 6.88 -2.69 1.60
H2 5.02 -1.72 0.44
H3 3.96 -4.54 -0.07
H4 3.50 -3.03 -0.76
H5 2.26 -2.35 1.22
H6 1.68 -3.90 0.59
H7 1.83 -3.93 3.08
H8 3.59 -5.26 3.92
H9 4.56 -5.89 1.11
H10 5.07 -6.41 2.71
H11 6.44 -4.57 3.11
H12 6.89 -5.21 1.55
H13 2.52 2.19 4.65
H14 0.88 1.29 4.73
H15 0.88 3.09 4.52
P1 -0.82 2.42 -1.74
P2 -3.05 1.46 0.07
C10 -1.80 1.00 -2.30
C11 -2.88 0.65 -1.55
C12 -0.92 3.41 -3.33
C13 -1.26 2.88 -4.59
C14 -1.37 3.72 -5.71
C15 -1.15 5.09 -5.58
C16 -0.80 5.64 -4.33
C17 -0.71 4.80 -3.21
C18 0.86 1.69 -1.83
C19 1.20 0.81 -0.79
C20 2.45 0.20 -0.77
C21 3.36 0.43 -1.81
C22 3.03 1.32 -2.85
C23 1.79 1.97 -2.84
C24 -4.90 1.77 -0.12
C25 -5.31 2.70 -1.11
C26 -6.66 2.93 -1.37
C27 -7.63 2.22 -0.64
C28 -7.26 1.30 0.35
C29 -5.89 1.09 0.60
C30 -3.08 -0.03 1.13
C31 -3.02 0.22 2.52
C32 -3.07 -0.84 3.42
C33 -3.16 -2.16 2.93
C34 -3.18 -2.41 1.56
C35 -3.13 -1.34 0.65
H16 -1.51 0.47 -3.22
H17 -3.64 -0.07 -1.87
H18 -1.44 1.82 -4.71
H19 -1.62 3.28 -6.68
H20 -1.26 5.74 -6.44
H21 -0.61 6.71 -4.23
H22 -0.46 5.23 -2.24
H23 0.47 0.60 0.00
H24 2.73 -0.45 0.07
H25 4.32 -0.08 -1.82
H26 3.73 1.50 -3.66
H27 1.53 2.66 -3.65
H28 -4.55 3.22 -1.69
H29 -6.96 3.64 -2.15
H30 -8.69 2.39 -0.86
H31 -8.02 0.75 0.91
H32 -5.62 0.36 1.37
H33 -2.95 1.25 2.88
H34 -3.03 -0.65 4.49
H35 -3.20 -2.99 3.63
H36 -3.24 -3.43 1.17
H37 -3.12 -1.53 -0.42
O1 4.86 -1.28 3.69
C36 4.03 -0.46 3.35
N1 3.19 0.31 3.05

***

C36H37N3O2PbSe2Te2 as an isolated structure at a distorted geometry. Source: OMol25; level of theory: wB97M-V/def2-TZVPD.

Calculated values
E_LUMO	0.0	eV
2S+1	1
energy	-197025.38087	eV

Cartesian coordinates (Å):
Pb1 -1.45 0.12 -1.06
O1 1.20 0.23 -2.64
C1 2.38 -0.46 -2.28
C2 3.06 0.17 -1.03
C3 2.39 0.25 0.32
C4 3.30 0.55 1.33
C5 2.87 0.87 2.59
C6 1.49 0.81 2.82
C7 0.65 0.39 1.82
C8 -0.82 0.33 2.11
C9 -1.60 1.63 1.73
O2 -1.93 1.60 0.39
C10 -0.77 2.88 2.11
C11 -0.06 3.55 1.10
C12 0.70 4.63 1.47
C13 0.93 4.90 2.86
C14 0.31 4.13 3.83
C15 -0.55 3.12 3.45
C16 -2.96 1.76 2.57
C17 -3.97 2.57 1.98
C18 -5.10 2.85 2.77
C19 -5.30 2.26 4.02
C20 -4.33 1.37 4.53
C21 -3.20 1.16 3.79
N1 1.08 0.16 0.53
C22 1.96 -1.91 -2.05
C23 2.79 -2.79 -1.30
C24 2.35 -4.10 -1.10
C25 1.12 -4.55 -1.68
C26 0.35 -3.67 -2.45
C27 0.76 -2.35 -2.58
C28 3.31 -0.49 -3.51
C29 2.68 -0.79 -4.74
C30 3.45 -0.99 -5.89
C31 4.83 -0.86 -5.86
C32 5.47 -0.51 -4.67
C33 4.71 -0.32 -3.50
H1 3.40 1.23 -1.24
H2 4.06 -0.35 -0.87
H3 4.36 0.69 1.08
H4 3.54 1.10 3.41
H5 1.07 1.02 3.78
H6 -0.92 0.04 3.16
H7 -1.32 -0.48 1.59
H8 -0.22 3.25 0.07
H9 1.25 5.27 0.77
H10 1.58 5.74 3.11
H11 0.29 4.38 4.89
H12 -1.02 2.51 4.21
H13 -3.80 3.01 1.00
H14 -5.91 3.54 2.47
H15 -6.13 2.56 4.65
H16 -4.47 0.91 5.51
H17 -2.43 0.56 4.26
H18 3.76 -2.50 -0.94
H19 2.92 -4.80 -0.56
H20 0.83 -5.56 -1.48
H21 -0.59 -3.96 -2.95
H22 0.19 -1.69 -3.22
H23 1.65 -0.93 -4.80
H24 2.93 -1.22 -6.83
H25 5.36 -0.90 -6.79
H26 6.55 -0.38 -4.58
H27 5.20 -0.04 -2.59
Se1 1.54 1.99 -3.21
Te1 -0.10 2.10 -5.06
Te2 -2.41 2.32 -3.68
Se2 -3.27 0.04 -3.51
N2 -0.71 -2.30 0.46
C34 -1.62 -3.41 0.58
C35 -3.09 -3.08 1.04
C36 -3.94 -2.34 0.01
N3 -3.72 -0.92 -0.09
H28 0.08 -2.58 -0.08
H29 -0.35 -2.08 1.35
H30 -1.22 -4.09 1.30
H31 -1.63 -3.96 -0.34
H32 -3.19 -2.70 2.08
H33 -3.59 -4.06 1.12
H34 -5.03 -2.57 0.18
H35 -3.71 -2.89 -0.90
H36 -3.95 -0.40 0.73
H37 -4.31 -0.57 -0.85

***

A 2-piece molecular cluster, C36H37N3O8S2 overall at a distorted geometry. Source: OMol25; level of theory: wB97M-V/def2-TZVPD.

Calculated values
E_LUMO	-2.8	eV
2S+1	1
energy	-80445.38520	eV

Cartesian coordinates (Å):
C1 -2.24 5.96 1.22
N1 -2.01 4.53 1.29
C2 -3.03 3.63 1.49
O1 -4.21 3.92 1.66
C3 -2.43 2.23 1.44
C4 -3.03 1.31 0.36
C5 -4.51 1.08 0.56
C6 -5.41 1.38 -0.46
C7 -6.78 1.27 -0.24
C8 -7.25 0.80 1.00
C9 -6.34 0.45 2.01
C10 -4.97 0.58 1.78
N2 -1.01 2.52 1.19
C11 -0.13 1.54 0.95
C12 1.23 1.77 0.84
C13 2.18 0.78 0.70
C14 3.56 1.14 0.81
C15 4.47 0.24 1.42
C16 5.83 0.51 1.46
C17 6.29 1.79 1.07
N3 7.68 2.04 1.00
O2 8.06 3.21 0.73
O3 8.48 1.10 1.22
C18 5.38 2.79 0.69
C19 4.07 2.44 0.41
C20 -0.69 3.95 1.12
C21 -0.10 4.35 -0.25
C22 0.21 4.43 2.28
H1 -3.31 6.15 1.32
H2 -1.69 6.47 2.02
H3 -1.89 6.34 0.25
H4 -2.55 1.74 2.42
H5 -2.86 1.76 -0.63
H6 -2.49 0.35 0.37
H7 -5.02 1.72 -1.42
H8 -7.48 1.55 -1.03
H9 -8.32 0.71 1.18
H10 -6.69 0.08 2.97
H11 -4.24 0.30 2.55
H12 -0.50 0.51 0.94
H13 1.59 2.79 0.93
H14 1.87 -0.26 0.69
H15 4.06 -0.66 1.89
H16 6.55 -0.23 1.79
H17 5.75 3.81 0.60
H18 3.42 3.14 -0.12
H19 -0.84 4.10 -1.03
H20 0.10 5.43 -0.25
H21 0.83 3.82 -0.46
H22 -0.37 4.40 3.22
H23 1.10 3.81 2.40
H24 0.52 5.47 2.09
C23 3.49 -2.76 -0.15
O4 2.33 -1.86 -0.53
C24 1.29 -2.27 -1.23
S1 -0.32 -2.63 -0.43
C25 -0.09 -4.01 0.69
C26 0.06 -5.32 0.22
C27 0.27 -6.37 1.11
C28 0.30 -6.13 2.48
C29 0.14 -4.82 2.96
C30 -0.06 -3.77 2.07
O5 -0.72 -1.52 0.42
O6 -1.20 -3.08 -1.50
S2 1.68 -3.36 -2.62
C31 0.52 -3.18 -3.97
C32 0.01 -4.33 -4.58
C33 -0.84 -4.21 -5.69
C34 -1.13 -2.94 -6.21
C35 -0.58 -1.80 -5.61
C36 0.26 -1.92 -4.50
O7 2.95 -2.87 -3.15
O8 1.59 -4.73 -2.15
H25 4.10 -2.13 0.50
H26 3.08 -3.62 0.39
H27 4.02 -3.05 -1.06
H28 0.03 -5.51 -0.84
H29 0.40 -7.38 0.71
H30 0.44 -6.95 3.18
H31 0.17 -4.62 4.04
H32 -0.19 -2.75 2.44
H33 0.26 -5.31 -4.17
H34 -1.27 -5.10 -6.13
H35 -1.77 -2.84 -7.08
H36 -0.81 -0.81 -6.01
H37 0.71 -1.05 -4.04